1 | Below is 2 unconnected molecules or ions with the total composition C6H10N, with properties calculated with the ωB97M-V functional and the def2-TZVPD basis.

Its net charge is +1. For the frontier orbital gap, the calculation gives 9.92 eV. Its highest occupied orbital energy is -13.45 eV.

Cartesian coordinates (Å):
C (-0.4263, -2.0489, -2.4143)
C (0.3054, -1.1670, -1.8206)
C (1.0596, -0.2868, -1.2356)
C (-0.0523, 1.2346, 0.9546)
C (0.4450, 2.4561, 0.4796)
C (-0.9311, -0.8871, 1.9990)
N (-0.4929, 0.2989, 1.4596)
H (-0.0095, -2.6474, -3.2080)
H (1.6928, -0.5473, -0.4015)
H (1.1778, 0.6995, -1.6544)
H (0.0265, 3.2778, 1.0672)
H (0.1727, 2.5955, -0.5694)
H (1.5328, 2.4682, 0.5713)
H (-0.1345, -1.3130, 2.6100)
H (-1.8052, -0.6854, 2.6230)
H (-1.1926, -1.5826, 1.1987)
H (-1.4590, -2.2281, -2.1710)

Charges in e, computed with Löwdin, in the same order as the atoms:
1. C 0.028
2. C -0.170
3. C -0.045
4. C 0.011
5. C 0.016
6. C -0.004
7. N 0.153
8. H 0.076
9. H 0.070
10. H 0.058
11. H 0.127
12. H 0.119
13. H 0.129
14. H 0.125
15. H 0.124
16. H 0.118
17. H 0.066


2 | Below is a molecular structure, C6H10N, with properties calculated with the ωB97M-V functional and the def2-TZVPD basis.

Its net charge is +1. For the frontier orbital gap, the calculation gives 9.11 eV. Its highest occupied orbital energy is -13.79 eV.

Cartesian coordinates (Å):
C (0.4398, 1.0058, -0.9275)
C (-0.4116, 0.1022, -1.3864)
C (-0.1293, -0.3800, 0.4777)
C (-1.0158, -0.7355, -2.3602)
C (-0.5820, -1.2276, 1.4739)
C (1.3607, 1.3654, 1.4398)
N (0.6456, 0.6478, 0.4454)
H (1.1937, 1.6503, -1.4892)
H (-2.1971, -0.5599, -2.2163)
H (-0.8165, -1.7851, -2.4326)
H (-0.7518, -0.2730, -3.4343)
H (-0.0100, -1.1538, 2.4007)
H (-0.3963, -2.1778, 1.0474)
H (-1.5737, -1.2660, 1.7078)
H (0.5884, 2.1245, 2.0480)
H (2.1009, 1.9545, 1.0158)
H (1.5548, 0.7081, 2.1900)

Charges in e, computed with Löwdin, in the same order as the atoms:
1. C -0.019
2. C -0.049
3. C -0.030
4. C -0.068
5. C 0.025
6. C 0.027
7. N -0.086
8. H 0.165
9. H 0.151
10. H 0.081
11. H 0.151
12. H 0.120
13. H 0.113
14. H 0.092
15. H 0.188
16. H 0.080
17. H 0.059


3 | Below is a gas-phase ion, C6H10N (charge +1), with properties calculated with the ωB97M-V functional and the def2-TZVPD basis.

Its net charge is +1. For the frontier orbital gap, the calculation gives 10.60 eV. Its highest occupied orbital energy is -14.94 eV. The SMILES is C=[N+]=C(C)C1CC1.

Cartesian coordinates (Å):
C (2.9118, -0.4528, -0.3848)
C (-0.6400, -0.8186, 0.0257)
C (-1.8049, -0.2852, -0.7903)
C (-2.0059, -0.4611, 0.6359)
C (0.5652, -0.0316, 0.1496)
C (0.3566, 1.4151, 0.3990)
N (1.7658, -0.4210, 0.0810)
H (3.7025, -0.5906, 0.4277)
H (3.2654, -0.4330, -1.3883)
H (-0.2833, -1.8568, -0.1822)
H (-2.3113, -1.1631, -1.2811)
H (-1.5758, 0.6321, -1.2024)
H (-2.1294, 0.4408, 1.1086)
H (-2.5916, -1.3002, 1.0914)
H (0.3884, 1.5496, 1.4124)
H (-0.7162, 1.8420, 0.0592)
H (1.1028, 1.9342, -0.1613)

Charges in e, computed with Löwdin, in the same order as the atoms:
1. C 0.145
2. C -0.185
3. C -0.073
4. C -0.063
5. C -0.223
6. C 0.038
7. N 0.140
8. H 0.145
9. H 0.111
10. H 0.165
11. H 0.154
12. H 0.083
13. H 0.080
14. H 0.150
15. H 0.081
16. H 0.157
17. H 0.097


4 | Below is a gas-phase ion, C6H10N (charge +1), with properties calculated with the ωB97M-V functional and the def2-TZVPD basis.

Its net charge is +1. For the frontier orbital gap, the calculation gives 10.64 eV. Its highest occupied orbital energy is -14.00 eV. The SMILES is C[N@@H+]1C[C@]23C[C@]12C3.

Cartesian coordinates (Å):
C (0.8655, 0.1778, 1.5779)
C (1.7342, -1.1316, -0.0762)
C (-0.7584, -1.0975, 0.0530)
C (0.7526, -1.1611, 1.0112)
C (0.9951, 0.1739, -0.0205)
C (-1.0452, 1.3415, -0.6331)
N (-0.3019, 0.0521, -0.7800)
H (0.1028, 0.5404, 2.1529)
H (1.8261, 0.3106, 2.0113)
H (2.7732, -1.2637, 0.1667)
H (1.5251, -1.7694, -0.8477)
H (-1.0279, -2.0863, -0.4405)
H (-1.4616, -0.7357, 0.7283)
H (-1.3403, 1.6450, 0.3756)
H (-0.5098, 2.0496, -1.2654)
H (-1.9751, 1.4993, -1.1733)
H (-0.0913, -0.0986, -1.7785)

Charges in e, computed with Löwdin, in the same order as the atoms:
1. C 0.018
2. C -0.055
3. C 0.035
4. C -0.060
5. C -0.095
6. C 0.012
7. N -0.094
8. H 0.092
9. H 0.121
10. H 0.134
11. H 0.093
12. H 0.160
13. H 0.093
14. H 0.117
15. H 0.116
16. H 0.106
17. H 0.206


The structure with the least stability is 4.


1 | Below is a gas-phase ion, C6H10N (charge +1), with properties calculated with the ωB97M-V functional and the def2-TZVPD basis.

Its net charge is +1. For the frontier orbital gap, the calculation gives 9.47 eV. Its highest occupied orbital energy is -14.16 eV. The SMILES is C#CCC=[N+](C)C.

Cartesian coordinates (Å):
C (2.4308, -2.7751, -0.5595)
C (1.7160, -1.8010, -0.7517)
C (0.4790, -1.0955, -0.8985)
C (0.6027, 0.0388, 0.0173)
C (-0.3935, 1.9293, 1.2814)
C (-1.7586, 0.5020, -0.2159)
N (-0.4322, 0.8088, 0.3118)
H (3.2457, -3.3927, -0.4857)
H (0.3101, -0.8128, -1.9095)
H (-0.4629, -1.5820, -0.5997)
H (1.6077, 0.2513, 0.4869)
H (-0.7107, 1.5307, 2.2148)
H (0.6354, 2.4890, 1.4015)
H (-0.9887, 2.6823, 0.8599)
H (-2.5128, 1.0393, 0.2548)
H (-1.6113, 0.7499, -1.3405)
H (-2.1567, -0.5625, -0.0673)

Charges in e, computed with Löwdin, in the same order as the atoms:
1. C 0.202
2. C -0.125
3. C -0.171
4. C 0.025
5. C 0.019
6. C -0.002
7. N -0.143
8. H 0.027
9. H 0.141
10. H 0.139
11. H 0.183
12. H 0.100
13. H 0.155
14. H 0.079
15. H 0.073
16. H 0.158
17. H 0.138


2 | Below is 2 unconnected molecules or ions with the total composition C6H10N, with properties calculated with the ωB97M-V functional and the def2-TZVPD basis.

Its net charge is +1. For the frontier orbital gap, the calculation gives 7.39 eV. Its highest occupied orbital energy is -13.05 eV.

Cartesian coordinates (Å):
C (0.2362, -0.5100, 2.1860)
C (1.3208, 0.1199, 3.1502)
C (1.8981, -0.0616, 1.8301)
C (-0.1141, 0.8040, -2.1408)
C (-1.6768, -0.3285, -0.5594)
C (-0.4127, -0.2126, -1.1600)
N (0.8144, -0.0580, 1.0400)
H (1.0828, 1.1431, 3.3083)
H (1.8593, -0.3572, 3.9405)
H (2.9353, -0.5114, 1.6851)
H (-0.4045, 0.4046, -3.1927)
H (-0.7228, 1.6870, -2.0701)
H (0.8573, 1.0275, -2.3290)
H (-1.6243, 0.2692, 0.3602)
H (-1.9283, -1.3515, -0.3865)
H (-2.5162, 0.3025, -1.1321)
H (0.1900, -1.1190, -0.7384)

Charges in e, computed with Löwdin, in the same order as the atoms:
1. C 0.064
2. C -0.080
3. C -0.146
4. C -0.016
5. C -0.071
6. C -0.053
7. N 0.018
8. H 0.111
9. H 0.108
10. H 0.161
11. H 0.184
12. H 0.108
13. H 0.061
14. H 0.119
15. H 0.101
16. H 0.170
17. H 0.161


3 | Below is a gas-phase ion, C6H10N (charge +1), with properties calculated with the ωB97M-V functional and the def2-TZVPD basis.

Its net charge is +1. For the frontier orbital gap (spin up / spin down), the calculation gives 8.02 / 8.02 eV. Its highest occupied orbital energy (spin up / spin down) is -13.61 / -13.60 eV. The SMILES is C=[N+](C)[C@]12C[C@H]1C2.

Cartesian coordinates (Å):
C (1.7411, 1.2660, 0.1197)
C (-1.3874, -0.9855, -0.2275)
C (-1.3858, 1.2028, -0.2563)
C (-1.6308, 0.1397, 0.6881)
C (-0.4105, 0.1263, -0.1728)
C (1.5973, -1.2268, -0.0947)
N (0.9634, 0.1005, -0.0317)
H (2.7669, 1.1315, 0.4918)
H (1.1280, 2.1564, 0.3163)
H (-1.0205, -1.9660, 0.2496)
H (-2.0678, -1.0859, -1.1582)
H (-1.9144, 1.1990, -1.2759)
H (-1.4888, 2.2792, -0.0424)
H (-1.9018, 0.4111, 1.7083)
H (2.5595, -1.0749, 0.3064)
H (1.4722, -1.6644, -1.1062)
H (0.9794, -2.0093, 0.4856)

Charges in e, computed with Löwdin, in the same order as the atoms:
1. C 0.260
2. C -0.020
3. C -0.065
4. C -0.077
5. C -0.375
6. C 0.026
7. N -0.070
8. H 0.116
9. H 0.112
10. H 0.138
11. H 0.157
12. H 0.147
13. H 0.137
14. H 0.167
15. H 0.082
16. H 0.133
17. H 0.130


The structure with the least stability is 2.


1 | Below is C20H31N5O4 in the gas phase, with properties calculated with the ωB97M-V functional and the def2-TZVPD basis.

For the frontier orbital gap, the calculation gives 9.89 eV. Its highest occupied orbital energy is -9.40 eV. The SMILES is CN(C[C@@H](O)CNC(=O)c1cnn(CC2CCC2)c1)C(=O)C[C@H]1CCCC(=O)N1.

Cartesian coordinates (Å):
C (2.2532, 0.2704, -1.9562)
N (1.0218, -0.3793, -2.3916)
C (-0.0531, -0.5038, -1.4109)
C (-0.1398, -1.9098, -0.8201)
O (1.1271, -2.3472, -0.3464)
C (-1.0967, -1.9801, 0.3591)
N (-0.6757, -1.1545, 1.4688)
C (-1.1883, 0.0906, 1.6698)
O (-2.0693, 0.5565, 0.9619)
C (-0.6108, 0.8484, 2.7952)
C (0.3522, 0.5039, 3.7666)
N (0.5715, 1.5012, 4.6045)
N (-0.2370, 2.4917, 4.1892)
C (-0.2454, 3.7859, 4.8649)
C (0.3211, 3.7274, 6.2635)
C (1.8490, 3.6525, 6.4692)
C (1.7007, 4.6613, 7.6292)
C (0.3267, 5.0601, 7.0466)
C (-0.9587, 2.1437, 3.1142)
C (0.8356, -0.5215, -3.7363)
O (1.7099, -0.2256, -4.5351)
C (-0.5038, -1.0553, -4.2140)
C (-0.3870, -1.7287, -5.5852)
C (0.4242, -3.0190, -5.5271)
C (-0.3810, -4.1492, -4.9000)
C (-1.6210, -4.4215, -5.7420)
C (-2.3924, -3.1794, -6.1377)
O (-3.5543, -3.2382, -6.4984)
N (-1.7152, -1.9975, -6.1252)
H (3.0824, -0.0698, -2.5702)
H (2.1828, 1.3572, -2.0522)
H (2.4366, 0.0175, -0.9139)
H (0.1493, 0.2086, -0.6119)
H (-1.0146, -0.2208, -1.8384)
H (-0.5043, -2.6066, -1.5867)
H (1.7493, -2.3054, -1.0814)
H (-2.0874, -1.6462, 0.0549)
H (-1.1628, -3.0169, 0.6907)
H (0.1493, -1.4316, 1.9718)
H (0.8853, -0.4240, 3.9064)
H (0.3321, 4.4978, 4.2678)
H (-1.2803, 4.1332, 4.8902)
H (-0.1772, 2.9436, 6.8364)
H (2.2739, 2.6741, 6.6764)
H (2.3763, 4.0922, 5.6196)
H (1.5952, 4.1556, 8.5890)
H (2.4528, 5.4423, 7.7244)
H (0.4174, 5.9122, 6.3688)
H (-0.4953, 5.2465, 7.7364)
H (-1.6657, 2.8084, 2.6473)
H (-0.9536, -1.7436, -3.5000)
H (-1.1865, -0.2022, -4.2887)
H (0.1192, -1.0317, -6.2522)
H (0.7062, -3.3027, -6.5446)
H (1.3494, -2.8262, -4.9839)
H (0.2253, -5.0528, -4.8226)
H (-0.6736, -3.8878, -3.8784)
H (-1.3357, -4.9067, -6.6802)
H (-2.3275, -5.0881, -5.2497)
H (-2.2816, -1.2092, -6.4018)

Charges in e, computed with Löwdin, in the same order as the atoms:
1. C -0.030
2. N -0.096
3. C -0.105
4. C -0.344
5. O -0.017
6. C -0.121
7. N 0.085
8. C -0.467
9. O 0.053
10. C -0.126
11. C -0.091
12. N 0.101
13. N -0.134
14. C -0.101
15. C -0.320
16. C -0.153
17. C -0.167
18. C -0.146
19. C 0.004
20. C -0.448
21. O 0.061
22. C -0.053
23. C -0.300
24. C -0.137
25. C -0.182
26. C -0.097
27. C -0.490
28. O 0.043
29. N 0.116
30. H 0.089
31. H 0.100
32. H 0.088
33. H 0.125
34. H 0.132
35. H 0.132
36. H 0.089
37. H 0.131
38. H 0.130
39. H 0.130
40. H 0.108
41. H 0.132
42. H 0.133
43. H 0.143
44. H 0.096
45. H 0.111
46. H 0.103
47. H 0.097
48. H 0.109
49. H 0.102
50. H 0.141
51. H 0.098
52. H 0.138
53. H 0.145
54. H 0.128
55. H 0.116
56. H 0.113
57. H 0.100
58. H 0.129
59. H 0.121
60. H 0.149


2 | Below is C20H31N5O4 in the gas phase, with properties calculated with the ωB97M-V functional and the def2-TZVPD basis.

For the frontier orbital gap, the calculation gives 9.10 eV. Its highest occupied orbital energy is -8.62 eV. The SMILES is CC(C)Cn1[nH]c(CC(=O)N2CC(CN(C)C(=O)CC(=O)NC3CC3)C2)cc1=O.

Cartesian coordinates (Å):
C (-1.1269, -1.1673, -3.4587)
C (-1.9756, -0.0755, -2.8099)
C (-1.1833, 0.6786, -1.7455)
C (-3.3060, -0.5953, -2.2487)
N (-3.2349, -1.2489, -0.9580)
N (-2.3854, -2.3421, -0.7548)
C (-2.2630, -2.4845, 0.6186)
C (-1.5266, -3.6655, 1.1765)
C (-1.1785, -3.3780, 2.6293)
O (-1.9019, -3.7169, 3.5459)
N (-0.0450, -2.6626, 2.8248)
C (0.6708, -1.7759, 1.8886)
C (0.9316, -0.7981, 3.0599)
C (0.2988, 0.5856, 2.9462)
N (1.2080, 1.6399, 2.5015)
C (1.4841, 2.7033, 3.4527)
C (1.6357, 1.6065, 1.2201)
O (1.3397, 0.6507, 0.5051)
C (2.4693, 2.7806, 0.7375)
C (2.8813, 2.8892, -0.7311)
O (3.3953, 3.9282, -1.1080)
N (2.6852, 1.8204, -1.5222)
C (3.0714, 1.8413, -2.8991)
C (2.4649, 0.8070, -3.7893)
C (2.0702, 2.2550, -3.9366)
C (0.1553, -1.7789, 3.9757)
C (-2.8315, -1.4430, 1.2526)
C (-3.4326, -0.5779, 0.2414)
O (-3.9777, 0.5083, 0.3411)
H (-0.7101, -1.8403, -2.7083)
H (-1.7120, -1.7597, -4.1665)
H (-0.2970, -0.7248, -4.0121)
H (-2.2598, 0.6310, -3.5971)
H (-0.8239, -0.0014, -0.9695)
H (-0.3065, 1.1573, -2.1859)
H (-1.7899, 1.4465, -1.2628)
H (-3.9868, 0.2384, -2.0765)
H (-3.7823, -1.2686, -2.9680)
H (-2.6814, -3.1662, -1.2671)
H (-2.1562, -4.5554, 1.1598)
H (-0.6334, -3.8502, 0.5763)
H (1.5603, -2.2293, 1.4519)
H (0.0482, -1.3593, 1.0991)
H (1.9850, -0.7057, 3.3228)
H (-0.5667, 0.5389, 2.2779)
H (-0.0655, 0.8903, 3.9281)
H (2.3078, 3.3265, 3.1231)
H (0.6061, 3.3364, 3.6038)
H (1.7624, 2.2658, 4.4121)
H (1.9569, 3.7164, 0.9632)
H (3.4029, 2.8106, 1.3053)
H (2.2114, 1.0234, -1.1141)
H (4.1011, 2.1286, -3.0636)
H (3.0863, 0.3567, -4.5498)
H (1.7442, 0.1374, -3.3373)
H (1.0937, 2.5485, -3.5767)
H (2.4289, 2.8020, -4.7967)
H (-0.7915, -1.3986, 4.3692)
H (0.7230, -2.2253, 4.7911)
H (-2.8477, -1.2541, 2.3128)

Charges in e, computed with Löwdin, in the same order as the atoms:
1. C -0.080
2. C -0.391
3. C -0.055
4. C -0.115
5. N -0.046
6. N 0.100
7. C -0.252
8. C -0.022
9. C -0.486
10. O 0.077
11. N -0.016
12. C -0.089
13. C -0.210
14. C -0.108
15. N -0.095
16. C -0.033
17. C -0.402
18. O 0.037
19. C 0.004
20. C -0.483
21. O 0.059
22. N 0.115
23. C -0.290
24. C -0.100
25. C -0.086
26. C -0.071
27. C 0.075
28. C -0.459
29. O 0.037
30. H 0.067
31. H 0.075
32. H 0.062
33. H 0.135
34. H 0.066
35. H 0.058
36. H 0.089
37. H 0.128
38. H 0.122
39. H 0.164
40. H 0.132
41. H 0.127
42. H 0.124
43. H 0.093
44. H 0.145
45. H 0.136
46. H 0.125
47. H 0.078
48. H 0.101
49. H 0.095
50. H 0.132
51. H 0.137
52. H 0.109
53. H 0.145
54. H 0.098
55. H 0.078
56. H 0.095
57. H 0.098
58. H 0.124
59. H 0.121
60. H 0.125


The structure with the least stability is 2.


1 | Below is C3H6O3 in the gas phase, with properties calculated with the ωB97M-V functional and the def2-TZVPD basis.

For the frontier orbital gap, the calculation gives 11.22 eV. Its highest occupied orbital energy is -10.37 eV. The SMILES is COC(=O)CO.

Cartesian coordinates (Å):
C (-2.0360, -0.1623, -0.5105)
O (-0.8891, 0.4578, 0.0728)
C (0.2853, -0.1072, -0.2203)
O (0.4148, -1.0821, -0.9256)
C (1.4506, 0.6007, 0.4552)
O (2.0070, -0.2086, 1.4665)
H (-2.0481, -0.0029, -1.5923)
H (-2.0512, -1.2339, -0.3008)
H (-2.8930, 0.3243, -0.0491)
H (2.1753, 0.8203, -0.3404)
H (1.1387, 1.5411, 0.9185)
H (2.4458, -0.9471, 1.0260)

Charges in e, computed with Löwdin, in the same order as the atoms:
1. C -0.044
2. O -0.029
3. C -0.480
4. O 0.107
5. C -0.166
6. O -0.033
7. H 0.099
8. H 0.097
9. H 0.092
10. H 0.131
11. H 0.129
12. H 0.097


2 | Below is 2 unconnected molecules or ions with the total composition C3H6O3, with properties calculated with the ωB97M-V functional and the def2-TZVPD basis.

For the frontier orbital gap, the calculation gives 10.87 eV. Its highest occupied orbital energy is -10.37 eV. The SMILES is O=C=O.CCO.

Cartesian coordinates (Å):
O (-1.0818, 1.1442, 0.7701)
C (-0.9906, -0.2311, 0.4584)
C (0.3664, -0.8456, 0.7895)
O (0.7612, -0.1177, -2.4615)
C (0.9788, 0.8276, -1.8204)
O (1.1920, 1.7726, -1.1667)
H (-0.3651, 1.6090, 0.3196)
H (-1.2549, -0.4235, -0.5956)
H (-1.7597, -0.7186, 1.0652)
H (0.3497, -1.9266, 0.6159)
H (0.6158, -0.6527, 1.8363)
H (1.1881, -0.4375, 0.1890)

Charges in e, computed with Löwdin, in the same order as the atoms:
1. O -0.071
2. C -0.327
3. C -0.083
4. O 0.217
5. C -0.417
6. O 0.195
7. H 0.052
8. H 0.105
9. H 0.114
10. H 0.082
11. H 0.082
12. H 0.051


The structure with the least stability is 1.